27
Properties=species:S:1:pos:R:3:nbo_charge:R:1 method="wB97M-V/def2-TZVPD" spin_multiplicity=1 homo_ev="-7.6 / -7.6" total_charge=0 de_lowest_kcal_mol=10.5
C -2.970 3.018 -0.016 -0.177
C -2.428 2.507 -1.237 -0.207
C -2.674 2.310 1.128 -0.233
C -1.675 1.362 -1.227 -0.203
C -1.911 1.189 1.163 -0.166
C -1.485 0.645 -0.066 -0.417
C 2.048 -1.279 1.483 -0.733
C 1.949 -2.681 -0.690 -0.684
C 2.437 -0.090 -0.819 -0.703
C 1.975 -1.284 -0.014 0.256
P -0.752 -0.976 0.022 0.897
S -1.365 -1.909 1.603 -0.592
Cl -1.530 -1.828 -1.580 -0.270
H -3.471 4.009 -0.089 0.222
H -2.390 3.119 -2.161 0.215
H -2.868 2.566 2.082 0.210
H -1.274 1.056 -2.139 0.216
H -1.673 0.771 2.149 0.243
H 1.139 -1.725 1.818 0.277
H 2.969 -1.887 1.853 0.228
H 2.133 -0.276 1.920 0.222
H 1.870 -2.561 -1.688 0.214
H 1.130 -3.239 -0.252 0.250
H 2.903 -3.315 -0.413 0.221
H 1.976 0.866 -0.265 0.248
H 3.558 -0.165 -0.643 0.228
H 2.378 -0.202 -1.921 0.237



32
Properties=species:S:1:pos:R:3:nbo_charge:R:1 method="wB97M-V/def2-TZVPD" spin_multiplicity=4 homo_ev="-10.8 / -11.4" total_charge=+1
Mn -0.628 0.048 -0.479 0.956
O 0.191 1.159 -1.830 -0.664
N -0.507 1.500 -2.928 0.005
C 0.131 2.274 -3.835 0.038
C -0.509 2.661 -4.976 -0.245
C -1.828 2.241 -5.183 -0.139
C -2.448 1.458 -4.246 -0.222
C -1.773 1.071 -3.077 0.047
S -2.467 0.091 -1.844 -0.180
H 1.143 2.534 -3.569 0.241
H 0.013 3.279 -5.691 0.247
H -2.357 2.534 -6.080 0.241
H -3.465 1.117 -4.372 0.248
O 1.145 0.198 0.500 -0.750
C 1.716 -0.336 1.701 -0.053
C 0.736 -1.169 2.526 -0.127
C 1.539 -1.569 3.787 -0.050
O 0.708 -2.366 4.603 -0.727
C -0.482 -0.371 3.007 -0.567
Se -1.936 -0.258 1.697 0.242
C 0.307 -2.467 1.834 -0.568
Se -1.148 -2.244 0.542 0.244
H 1.805 0.722 0.026 0.515
H 2.073 0.500 2.306 0.196
H 2.575 -0.954 1.430 0.196
H 1.855 -0.660 4.310 0.181
H 2.438 -2.116 3.481 0.181
H 1.184 -2.623 5.400 0.496
H -0.203 0.661 3.228 0.245
H -0.904 -0.837 3.892 0.265
H -0.042 -3.184 2.570 0.266
H 1.139 -2.893 1.269 0.245



25
Properties=species:S:1:pos:R:3:nbo_charge:R:1 method="wB97M-V/def2-TZVPD" spin_multiplicity=3 homo_ev="-11.1 / -13.9" total_charge=+1 de_lowest_kcal_mol=49.5
C 0.592 -1.416 1.508 -0.102
C 2.090 -1.175 -0.554 -0.023
C -0.083 -0.315 1.161 -0.004
C -1.593 -0.631 -1.287 -0.261
C -0.972 0.500 -1.024 -0.071
C 1.655 -2.003 0.601 -0.487
C 1.381 1.243 -0.398 -0.246
C 0.157 0.411 -0.138 0.173
C -1.161 0.457 1.987 -0.638
C -1.409 1.897 -1.562 -0.664
N 1.618 -0.078 -0.957 -0.099
H 0.326 -1.993 2.290 0.231
H 2.719 -1.751 -1.313 0.283
H -2.404 -0.754 -1.947 0.230
H -1.102 -1.481 -0.824 0.197
H 2.492 -2.415 1.158 0.269
H 1.291 -2.888 0.115 0.263
H 1.304 2.109 -1.027 0.280
H 1.880 1.294 0.635 0.231
H -0.932 1.447 2.222 0.234
H -1.192 -0.001 2.957 0.242
H -2.158 0.502 1.522 0.244
H -0.924 2.188 -2.506 0.242
H -2.447 1.996 -1.668 0.247
H -1.128 2.857 -0.953 0.228



29
Properties=species:S:1:pos:R:3:nbo_charge:R:1 method="wB97M-V/def2-TZVPD" spin_multiplicity=1 homo_ev=-8.7 smiles="CC(C)(C)C(=O)CSc1nccc(=O)[nH]1" total_charge=0 de_lowest_kcal_mol=0.0
C -1.646 -1.530 0.721 -0.602
H -2.501 -2.193 0.623 0.212
H -1.418 -1.405 1.776 0.234
H -0.790 -2.000 0.240 0.219
C -1.959 -0.169 0.085 -0.172
C -0.811 0.778 0.429 0.604
O -0.340 0.826 1.534 -0.527
C -0.311 1.704 -0.673 -0.680
H -0.209 1.216 -1.641 0.243
H -1.016 2.530 -0.778 0.273
S 1.271 2.509 -0.225 0.344
C 2.345 1.147 -0.024 0.317
N 3.547 1.435 0.363 -0.521
C 4.407 0.406 0.528 0.082
C 4.089 -0.895 0.310 -0.388
C 2.765 -1.243 -0.126 0.626
O 2.303 -2.337 -0.367 -0.613
N 1.938 -0.112 -0.288 -0.596
H 0.988 -0.321 -0.568 0.415
H 4.795 -1.695 0.460 0.237
H 5.393 0.705 0.858 0.204
C -3.200 0.441 0.757 -0.591
H -3.022 0.580 1.821 0.228
H -4.051 -0.223 0.630 0.216
H -3.444 1.405 0.316 0.204
C -2.221 -0.345 -1.410 -0.610
H -2.482 0.596 -1.889 0.208
H -1.363 -0.782 -1.919 0.210
H -3.058 -1.028 -1.542 0.225



27
Properties=species:S:1:pos:R:3:nbo_charge:R:1 method="wB97M-V/def2-TZVPD" spin_multiplicity=1 homo_ev=-11.4 smiles="CC[N@@+]1(N)C=Cc2ccc(N)cc21" total_charge=+1 de_lowest_kcal_mol=70.3
C -0.059 -2.613 -0.352 -0.143
C 0.558 -2.878 0.868 -0.246
C 0.285 -0.490 1.391 -0.283
C -0.543 -1.302 -0.670 -0.162
C 0.708 -1.768 1.795 0.225
C -0.368 -0.238 0.203 0.166
C -1.598 -0.921 -1.589 -0.138
C -1.780 0.413 -1.533 -0.091
C 0.985 1.317 -1.815 -0.660
C 0.117 1.955 -0.744 -0.216
N 1.234 -1.938 2.999 -0.755
N -1.644 1.588 0.819 -0.589
N -0.935 1.002 -0.282 -0.107
H -0.140 -3.295 -1.213 0.239
H 0.950 -3.938 1.094 0.247
H 0.386 0.346 2.099 0.236
H -2.051 -1.688 -2.328 0.277
H -2.387 1.126 -2.010 0.235
H 1.928 1.997 -1.980 0.259
H 1.305 0.346 -1.499 0.237
H 0.580 1.334 -2.896 0.246
H -0.320 2.843 -1.025 0.221
H 0.680 2.304 0.192 0.242
H 1.372 -2.935 3.289 0.407
H 1.762 -1.260 3.401 0.399
H -2.085 2.388 0.299 0.364
H -2.440 1.017 1.082 0.388



27
Properties=species:S:1:pos:R:3:nbo_charge:R:1 method="wB97M-V/def2-TZVPD" spin_multiplicity=1 homo_ev=-13.3 total_charge=+1 de_lowest_kcal_mol=83.7
C 2.580 1.728 0.025 -0.189
C 3.392 0.625 0.424 -0.152
C 1.340 1.471 -0.460 -0.165
C 3.023 -0.734 0.246 -0.166
C 0.877 0.185 -0.301 -0.181
C 1.720 -0.901 -0.149 0.064
C -0.411 -0.408 -0.735 0.372
C -1.047 -0.424 -2.114 -0.687
C -2.854 -0.837 0.482 -0.437
C -1.195 0.555 1.737 -0.429
N 0.934 -2.092 -0.117 -0.053
N -0.246 -1.865 -0.344 -0.161
N -1.770 0.098 0.434 -0.405
H 2.963 2.692 0.258 0.243
H 4.463 0.781 0.800 0.245
H 0.702 2.305 -0.694 0.228
H 3.725 -1.523 0.372 0.254
H -1.169 -1.446 -2.413 0.267
H -0.284 0.035 -2.751 0.260
H -2.065 0.045 -2.209 0.244
H -3.607 -0.691 1.344 0.244
H -3.383 -0.881 -0.468 0.231
H -2.433 -1.754 0.572 0.239
H -1.796 1.365 2.186 0.237
H -1.229 -0.257 2.467 0.236
H -0.195 0.906 1.555 0.236
H -2.035 1.022 -0.147 0.427